C58H52AgAsN2P2S | ωB97M-V/def2-TZVPD

Properties
Kohn-Sham gap: 3.543 eV
Electronic energy: -158219.60339 eV
Total charge: -2
HOMO level: 0.44 eV
LUMO energy: 3.98 eV
Energy above the lowest of the compared OMol25 structures with the same formula, charge and spin: 3.1 kcal per mole

Each line ends with the Löwdin charge.
CARTESIAN COORDINATES (ANGSTROEM)
Ag: -0.3730 0.4846 -0.6412  0.49
S: 0.8832 1.9226 1.3709  0.51
C: 2.3613 2.8165 1.4042  -0.74
C: 2.4603 4.2079 1.4296  -0.13
C: 3.7041 4.7994 1.5364  -0.13
C: 4.8556 4.0287 1.6271  -0.13
C: 4.7626 2.6430 1.5978  -0.12
C: 3.5300 2.0351 1.4902  -0.43
As: 3.1161 0.1482 1.3258  1.26
C: 4.9888 -0.4548 1.4691  -0.39
C: 5.6350 -0.7816 2.6511  -0.11
C: 6.9416 -1.2335 2.6405  -0.11
C: 7.6180 -1.3818 1.4422  -0.12
C: 6.9990 -1.0222 0.2549  -0.10
C: 5.6987 -0.5565 0.2771  -0.14
C: 2.5916 -0.3260 3.1545  -0.41
C: 2.1873 0.5853 4.1216  -0.12
C: 1.6802 0.1470 5.3335  -0.10
C: 1.5475 -1.2069 5.5916  -0.11
C: 1.9583 -2.1289 4.6437  -0.10
C: 2.4838 -1.6836 3.4446  -0.15
H: 1.5652 4.8126 1.3634  0.09
H: 3.7862 5.8808 1.5525  0.09
H: 5.8252 4.5050 1.7187  0.08
H: 5.6648 2.0404 1.6640  0.09
H: 5.1073 -0.6709 3.5909  0.10
H: 7.4304 -1.4845 3.5738  0.09
H: 8.6247 -1.7768 1.4306  0.09
H: 7.5286 -1.1139 -0.6853  0.09
H: 5.2054 -0.2519 -0.6414  0.09
H: 2.2607 1.6498 3.9320  0.09
H: 1.3692 0.8691 6.0808  0.10
H: 1.1198 -1.5403 6.5311  0.09
H: 1.8519 -3.1902 4.8327  0.10
H: 2.8170 -2.4030 2.7003  0.10
C: -1.2586 -1.8638 2.6653  -0.31
N: -0.5186 -2.8937 1.9831  -0.16
C: 0.4123 -2.4166 0.9922  -0.38
P: -0.2841 -2.2423 -0.7455  1.03
C: -0.3405 -4.0482 -1.1498  -0.35
C: -1.4469 -4.7705 -0.6791  -0.12
C: -1.6455 -6.0865 -1.0283  -0.10
C: -0.7670 -6.7214 -1.9003  -0.11
C: 0.2909 -5.9985 -2.4355  -0.10
C: 0.4944 -4.6807 -2.0801  -0.08
C: 1.2442 -1.8482 -1.6670  -0.42
C: 2.5464 -2.1445 -1.2551  -0.14
C: 3.6169 -1.9390 -2.1149  -0.12
C: 3.4129 -1.4176 -3.3783  -0.10
C: 2.1209 -1.1068 -3.7949  -0.07
C: 1.0509 -1.3203 -2.9491  -0.11
C: -0.3170 -4.0951 2.6195  -0.23
C: -0.7575 -4.3218 3.9331  -0.05
C: -0.6153 -5.5568 4.5328  -0.11
C: -0.0400 -6.6178 3.8540  -0.13
C: 0.4214 -6.4051 2.5652  -0.10
C: 0.2968 -5.1740 1.9591  -0.03
P: -1.6683 -0.3653 1.6338  1.01
C: -2.4092 0.5222 3.0505  -0.34
C: -3.7236 0.3073 3.4764  -0.08
C: -4.2173 0.9738 4.5772  -0.11
C: -3.4219 1.8755 5.2701  -0.11
C: -2.1195 2.1102 4.8398  -0.09
C: -1.6197 1.4443 3.7409  -0.11
C: -3.2058 -0.8538 0.7873  -0.42
C: -3.8105 0.2081 0.1126  -0.13
C: -5.0002 0.0186 -0.5604  -0.08
C: -5.5760 -1.2426 -0.5998  -0.11
C: -4.9656 -2.3043 0.0444  -0.10
C: -3.7843 -2.1148 0.7448  -0.11
H: -0.6769 -1.4531 3.5116  0.10
H: -2.2017 -2.2630 3.0618  0.09
H: 1.2739 -3.0879 0.9687  0.07
H: 0.7666 -1.4117 1.2747  0.02
H: -2.1310 -4.2798 -0.0027  0.08
H: -2.4932 -6.6293 -0.6291  0.10
H: -0.9149 -7.7599 -2.1686  0.09
H: 0.9639 -6.4733 -3.1412  0.09
H: 1.3260 -4.1406 -2.5084  0.09
H: 2.7518 -2.5577 -0.2771  0.08
H: 4.6132 -2.2107 -1.7893  0.09
H: 4.2552 -1.2571 -4.0388  0.09
H: 1.9528 -0.7071 -4.7857  0.10
H: 0.0401 -1.1001 -3.2735  0.09
H: -1.1933 -3.5188 4.5065  0.10
H: -0.9569 -5.6887 5.5510  0.09
H: 0.0358 -7.5929 4.3156  0.08
H: 0.8833 -7.2146 2.0155  0.10
H: 0.6507 -5.0611 0.9473  0.09
H: -4.3541 -0.3820 2.9340  0.10
H: -5.2331 0.7920 4.9019  0.09
H: -3.8152 2.3949 6.1350  0.09
H: -1.5021 2.8280 5.3649  0.10
H: -0.6173 1.6420 3.3843  0.01
H: -3.3118 1.1710 0.1208  0.09
H: -5.4655 0.8479 -1.0693  0.10
H: -6.5001 -1.4009 -1.1385  0.09
H: -5.4076 -3.2926 0.0021  0.09
H: -3.3206 -2.9591 1.2407  0.08
C: -0.5746 3.1790 -3.6495  -0.11
C: -1.3147 2.0453 -4.2905  -0.27
C: -1.5869 2.0420 -5.6361  -0.14
C: -2.3037 1.0104 -6.2294  -0.19
C: -2.7224 -0.0470 -5.4313  -0.14
C: -2.4546 -0.0976 -4.0815  -0.27
C: -2.9292 -1.2725 -3.2694  -0.10
C: -1.7459 0.9727 -3.4290  -0.48
N: -1.5758 1.0705 -2.1317  -0.16
H: -0.0971 3.8183 -4.3931  0.05
H: 0.1768 2.7753 -2.9626  0.05
H: -1.2560 3.7812 -3.0471  0.06
H: -1.2223 2.8628 -6.2528  0.08
H: -2.5313 1.0311 -7.2892  0.05
H: -3.2787 -0.8639 -5.8857  0.08
H: -3.9958 -1.4520 -3.4267  0.06
H: -2.7600 -1.0611 -2.2131  0.02
H: -2.3941 -2.1871 -3.5334  0.06